{
  "formula": "C3H11N4",
  "method": "ωB97M-V/def2-TZVPD",
  "e_tot_ha": -339.6467,
  "spin_multiplicity": 1,
  "homo_ev": -12.68,
  "charge": 1,
  "elements": ["H", "N", "H", "H", "N", "H", "C", "C", "N", "H", "C", "H", "H", "H", "N", "H", "H", "H"],
  "coordinates": [[2.020, -2.662, -1.730], [-0.443, 1.919, 1.852], [-2.250, 0.397, -1.934], [-1.427, 2.088, -0.581], [-1.979, 0.128, -1.018], [0.906, -3.501, 0.183], [-1.403, 1.059, -0.189], [1.671, -2.082, -0.858], [1.047, -2.489, 0.196], [2.078, -0.440, -1.970], [-0.703, 0.766, 0.983], [1.401, -0.077, -0.484], [-0.372, -0.211, 1.386], [0.518, 1.819, 2.206], [2.037, -0.708, -0.986], [-1.116, 1.959, 2.613], [-0.516, 2.795, 1.330], [-1.468, -0.758, -0.998]],
  "forces_ev_per_a": [[-0.2, -0.1, 0.6], [0.9, -0.3, -0.2], [-0.1, 0.4, -0.6], [-0.5, -0.3, 0.7], [1.6, -0.4, 1.2], [0.1, 0.3, -0.1], [1.1, -0.9, 1.0], [-0.3, 1.1, 1.1], [0.6, 0.3, -1.5], [0.2, 0.0, 0.4], [-1.4, 0.0, -2.3], [0.5, -0.5, -0.1], [-0.6, 0.7, -0.4], [-0.4, 0.4, 0.3], [-1.1, -0.9, -0.5], [0.1, 0.0, 0.4], [0.1, 0.0, 0.1], [-0.7, 0.0, 0.0]],
  "mulliken_charge": [0.327, -0.239, 0.275, 0.219, -0.409, 0.231, -0.236, 0.061, -0.554, 0.281, -0.446, 0.218, 0.476, 0.368, -0.505, 0.354, 0.339, 0.240]
}

***

{
  "formula": "C3H11N4",
  "method": "ωB97M-V/def2-TZVPD",
  "e_tot_ha": -339.2034,
  "spin_multiplicity": 2,
  "homo_ev": [-17.02, -16.97],
  "charge": 2,
  "s2": 0.771,
  "elements": ["N", "H", "H", "N", "N", "C", "H", "H", "H", "H", "H", "N", "H", "H", "H", "C", "H", "C"],
  "coordinates": [[1.475, 0.494, -1.204], [1.650, 0.108, 1.360], [1.705, 1.031, -2.057], [0.542, 1.683, 2.184], [-0.409, -1.530, -1.320], [-1.210, -1.833, -0.344], [-0.458, 1.970, 2.005], [0.395, 2.204, -0.593], [-2.552, -0.433, -0.921], [0.791, -0.283, -1.348], [-3.103, -1.350, 0.367], [-2.310, -1.035, -0.171], [-1.139, -2.666, 0.360], [0.546, 1.188, 3.099], [2.399, 0.157, -0.907], [0.869, 1.331, -0.171], [0.186, -2.347, -1.482], [1.090, 1.025, 1.131]],
  "forces_ev_per_a": [[1.4, 1.8, 0.9], [0.3, 0.6, 0.1], [-0.7, -0.2, 0.0], [-2.2, -2.1, -1.1], [1.1, -0.7, 0.6], [-1.8, 1.4, -0.6], [1.4, 0.9, 0.2], [-0.4, 0.2, 0.4], [-0.1, 0.4, -0.7], [-1.4, -1.7, -0.8], [0.2, -0.1, 0.2], [0.9, -0.9, 0.9], [0.1, -0.1, -0.4], [0.7, 0.6, -0.5], [-0.2, -0.5, 0.1], [0.6, 0.7, -2.1], [0.2, 0.2, 0.0], [-0.2, -0.6, 2.6]],
  "mulliken_charge": [-0.138, 0.314, 0.415, -0.282, -0.836, 0.123, 0.360, 0.405, 0.264, 0.271, 0.252, -0.399, 0.404, 0.369, 0.413, -0.128, 0.246, -0.053]
}

***

{
  "formula": "C3H11N5",
  "method": "ωB97M-V/def2-TZVPD",
  "e_tot_ha": -394.3386,
  "spin_multiplicity": 1,
  "homo_ev": -8.12,
  "elements": ["C", "H", "H", "H", "N", "N", "H", "N", "H", "C", "H", "H", "N", "C", "H", "H", "H", "H", "N"],
  "coordinates": [[-0.483, 0.264, -0.375], [2.071, -1.426, -0.036], [1.975, -1.853, -1.880], [-1.904, 0.548, 2.985], [-0.287, 1.473, -1.093], [-0.810, 2.555, -0.377], [0.784, -0.475, -2.709], [-0.971, 1.062, 2.026], [-0.011, 0.521, 2.369], [1.206, -0.860, -1.700], [-1.194, 2.962, -1.325], [1.839, 0.227, -1.221], [0.083, -1.022, -0.682], [0.833, -1.603, 0.303], [-1.343, -0.684, 1.209], [0.482, -1.569, 1.436], [0.798, -2.786, 0.291], [-1.719, 2.497, -0.039], [-1.347, 0.168, 0.817]],
  "forces_ev_per_a": [[0.1, 3.4, -0.2], [-3.3, -0.1, 2.7], [-2.7, 2.9, 0.6], [3.6, 1.9, -3.6], [-0.1, -7.7, 4.3], [0.0, 3.0, -5.5], [0.7, -0.9, 1.6], [-0.6, -4.4, 2.6], [-2.9, 1.8, -0.6], [1.1, 2.7, -1.9], [1.3, 0.9, 2.2], [-1.4, -3.6, -1.7], [0.6, 2.5, -3.5], [3.7, -4.9, 4.5], [0.0, -4.0, 0.8], [1.0, 1.0, -2.2], [-0.1, 2.0, -0.7], [-2.1, -1.7, 2.1], [0.9, 5.1, -1.5]],
  "mulliken_charge": [0.456, 0.257, 0.277, 0.293, -0.276, -0.563, 0.248, -0.541, 0.267, -0.973, 0.280, 0.364, 0.030, -0.738, 0.345, 0.179, 0.274, 0.238, -0.415]
}

***

{
  "formula": "C3H11N5",
  "method": "ωB97M-V/def2-TZVPD",
  "e_tot_ha": -394.5152,
  "spin_multiplicity": 1,
  "homo_ev": -8.64,
  "elements": ["H", "N", "H", "N", "H", "H", "H", "H", "H", "H", "H", "N", "H", "H", "C", "N", "N", "C", "C"],
  "coordinates": [[0.557, 1.352, -1.609], [-0.303, 1.079, -1.150], [2.733, -0.971, 1.756], [-1.520, 0.877, -2.075], [-1.039, -2.645, 0.122], [3.652, 0.517, 2.173], [1.998, 0.304, 2.781], [2.187, 1.114, -0.299], [-2.332, -0.114, -0.150], [-1.949, -0.188, -1.962], [1.378, 1.746, 1.031], [-1.492, -0.815, -0.295], [-2.099, 1.886, -1.733], [-1.030, -1.855, 1.560], [2.629, 0.144, 1.838], [-1.530, -1.924, 0.579], [0.714, -0.184, 0.510], [1.774, 0.799, 0.703], [-0.259, -0.005, -0.319]],
  "forces_ev_per_a": [[-0.2, -0.3, -0.3], [-3.6, -1.5, -1.5], [-0.2, 1.1, -0.4], [-0.4, 3.4, 1.0], [0.5, -1.0, -0.7], [-1.2, 0.1, -1.1], [0.7, -0.4, -1.2], [0.7, -0.8, 0.9], [2.2, -2.1, 0.0], [1.3, 3.9, 0.2], [-0.5, 0.4, 0.5], [-0.2, 1.8, 1.1], [1.3, -4.7, -1.5], [-1.0, 0.8, -2.6], [0.4, 0.1, 1.8], [0.2, 0.7, 2.6], [-2.0, -0.7, -0.4], [0.3, -1.1, -1.0], [1.5, 0.3, 2.6]],
  "mulliken_charge": [0.234, -0.133, 0.283, -0.774, 0.256, 0.332, 0.245, 0.237, 0.357, 0.477, 0.317, -0.321, 0.279, 0.287, -1.023, -0.777, -0.347, -0.409, 0.482]
}